No. 1
Here is a molecular structure, C20H29B2Cl2F4N10O5SSeZr from OMol25. Energies are from ωB97M-V with the def2-TZVPD basis set.

Each line ends with the Mulliken charge.
Atoms and positions in Å:
Zr  -0.6299  0.5195  0.2247  -0.410
C  -2.2995  -3.4216  1.8958  -2.028
C  -1.8827  -2.0300  1.6086  0.446
N  -0.8942  -1.6929  0.8679  0.879
O  -0.1492  -2.6809  0.2840  -0.891
B  1.3339  -2.6014  0.6807  0.570
F  1.9407  -3.6492  0.0695  -0.310
F  1.4100  -2.5602  2.0610  -0.407
O  1.9916  -1.3504  0.1162  -0.385
N  1.4928  -0.2160  0.6961  1.458
C  2.1840  0.3486  1.6176  0.964
C  3.5442  -0.0797  2.0293  -2.189
C  1.4933  1.4958  2.2891  0.431
N  0.2210  1.4856  2.1292  0.532
O  -0.4756  2.4891  2.6937  -0.578
B  -1.7983  2.0123  3.2795  0.588
F  -1.5317  0.9881  4.1765  -0.370
F  -2.4286  3.0945  3.7824  -0.321
O  -2.7047  1.4355  2.1860  -0.660
N  -2.2285  0.2568  1.7205  1.796
C  -2.6453  -0.8629  2.1688  0.221
C  -3.6794  -1.0206  3.2159  -2.224
C  2.1791  2.5204  3.1157  -1.649
H  -1.5601  -4.1232  1.5247  0.436
H  -2.4390  -3.5551  2.9691  0.465
H  -3.2596  -3.6178  1.4101  0.339
H  3.8433  -0.9710  1.4887  0.326
H  4.2585  0.7259  1.8457  0.477
H  3.5486  -0.2838  3.1015  0.415
H  -4.2617  -0.1068  3.3021  0.398
H  -4.3267  -1.8689  2.9975  0.547
H  -3.1812  -1.1988  4.1725  0.361
H  3.2261  2.2818  3.2788  0.486
H  2.1019  3.4916  2.6211  0.313
H  1.6609  2.6173  4.0700  0.377
N  0.1715  -0.6926  -1.6986  0.775
N  -0.3304  -0.6844  -3.0163  -0.728
C  -1.1194  0.2447  -3.5339  0.765
N  -1.1199  0.3968  -4.8564  -0.462
S  -2.1109  1.3258  -2.6319  -0.171
H  1.1804  -0.4964  -1.8210  0.292
H  0.0875  -1.6532  -1.3489  0.429
H  0.2164  -1.2436  -3.6600  0.264
H  -0.3320  0.1191  -5.4203  0.207
H  -1.8438  0.9441  -5.2934  0.241
Cl  -4.0889  2.7665  -0.1567  -0.130
C  -4.5628  1.1149  -0.3372  1.239
C  -5.8336  0.7233  0.0481  -0.588
C  -6.2258  -0.5937  -0.1281  -0.607
C  -5.3682  -1.5106  -0.7156  -0.643
C  -4.0988  -1.1015  -1.0912  1.160
Cl  -3.0758  -2.2349  -1.9235  -0.173
C  -3.6500  0.2033  -0.8749  -2.026
N  -2.3124  0.5955  -1.1409  0.181
H  -6.5057  1.4531  0.4769  0.492
H  -7.2203  -0.9018  0.1646  0.431
H  -5.6839  -2.5264  -0.9087  0.510
C  3.6926  1.9291  -1.4534  -0.752
N  4.3999  0.7247  -1.8665  0.389
C  5.8477  0.7212  -1.7008  -1.145
C  3.7582  -0.2237  -2.5683  0.878
C  4.5690  -1.3805  -3.0911  -1.645
O  2.5395  -0.1613  -2.7844  -0.846
H  3.9488  2.7767  -2.0922  0.507
H  3.9652  2.1777  -0.4262  0.330
H  2.6225  1.7610  -1.5172  -0.211
H  6.1032  1.4206  -0.9082  0.359
H  6.3603  1.0387  -2.6112  0.333
H  6.2110  -0.2626  -1.4132  0.389
H  5.4029  -1.0415  -3.7059  0.411
H  3.9179  -2.0146  -3.6836  0.367
H  4.9776  -1.9659  -2.2663  0.396
Se  0.9473  4.7582  -1.9483  -0.071
C  0.4207  3.3139  -1.1611  0.503
N  0.0886  2.3084  -0.6251  -1.057

Properties
HOMO-LUMO gap	6.77	eV
E_HOMO	-11.063	eV
lowest unoccupied orbital energy	-4.297	eV
DFT total energy	-161082.774	eV
total charge	+1
relative energy (zero: lowest compared OMol25 entry of this formula, charge and spin)	99.8	kJ/mol

No. 2
Here is a molecular structure, C20H29BeClNP at a distorted geometry from OMol25. Energies are from ωB97M-V with the def2-TZVPD basis set.

Each line ends with the Mulliken charge.
Atoms and positions in Å:
C  2.2316  -4.3741  0.1478  -0.894
C  3.0216  -3.3135  -0.2922  -0.817
C  2.4659  -2.0361  -0.4706  0.338
C  1.1133  -1.8221  -0.2421  0.617
C  0.3115  -2.8906  0.1480  1.490
C  0.8700  -4.1633  0.3754  -0.749
C  3.3815  -0.9279  -0.9321  -1.322
C  2.7112  0.2579  -1.6466  -0.610
N  1.9180  -0.0013  -2.8407  0.300
Be  0.7546  -0.0987  -0.2511  -0.388
C  -1.1721  -2.6918  0.3419  -1.156
P  -1.6268  -1.2040  -0.6626  0.593
H  4.0848  -3.4295  -0.4898  0.419
H  0.2107  -4.9621  0.7195  0.459
H  2.6765  -5.3538  0.3042  0.374
H  -1.4103  -2.4525  1.3947  0.414
H  -1.7802  -3.5657  0.0472  0.592
H  3.8876  -0.4949  -0.0485  0.559
H  4.1945  -1.3305  -1.5614  0.424
H  2.0474  0.8388  -0.9265  0.082
C  -3.3723  -1.0407  -0.1793  -1.309
C  -1.7393  -1.9650  -2.3384  -1.328
H  3.5131  0.9992  -1.8789  0.315
C  1.9241  -1.3418  -3.4131  -0.700
C  2.0612  1.0516  -3.8529  -1.018
H  -0.2972  0.8712  -0.4636  -0.011
H  2.2596  -1.2841  -4.4611  0.385
H  2.5660  -2.0647  -2.8818  0.326
H  0.8992  -1.7610  -3.4155  -0.037
H  2.4333  0.6409  -4.8054  0.330
H  1.0951  1.5255  -4.0586  0.263
H  2.7518  1.8382  -3.5197  0.364
H  -2.6096  -2.6418  -2.3951  0.399
H  -1.8649  -1.1518  -3.0723  0.376
H  -0.8239  -2.5246  -2.5930  0.306
H  -3.9095  -1.9881  -0.3373  0.379
H  -3.4238  -0.7571  0.8830  0.338
H  -3.8335  -0.2471  -0.7847  0.394
H  -0.1721  0.5613  -1.2468  -0.193
Cl  -0.0742  -0.7523  3.5760  -0.204
C  -0.0492  0.9524  3.3189  0.376
C  -0.6265  1.7924  4.2598  -0.607
C  -0.7656  3.1635  3.9719  -0.358
C  -0.4017  3.6508  2.7112  -0.782
C  0.2281  2.8165  1.7844  -0.315
C  0.5274  1.4807  2.1335  -0.427
C  1.4179  0.6570  1.3096  -0.615
H  -0.9806  1.3679  5.1998  0.399
H  -1.2157  3.8252  4.7153  0.348
H  -0.6077  4.6930  2.4572  0.355
H  0.5289  3.2059  0.8046  0.317
H  2.2866  1.2519  0.9721  0.516
H  1.8125  -0.2022  1.8772  0.693

Properties
HOMO-LUMO gap	7.88	eV
E_HOMO	-7.420	eV
lowest unoccupied orbital energy	0.457	eV
DFT total energy	-44910.399	eV
relative energy (zero: lowest compared OMol25 entry of this formula, charge and spin)	80.9	kJ/mol

No. 3
Here is a single C20H29ClN2O5S molecule from OMol25. Energies are from ωB97M-V with the def2-TZVPD basis set.

Each line ends with the Mulliken charge.
Atoms and positions in Å:
C  -1.4077  3.3496  2.9967  -1.546
C  -1.0229  2.0437  2.3794  1.286
C  -1.3922  0.8376  2.9454  -0.911
C  -1.0368  -0.3641  2.3442  -0.202
C  -0.2897  -0.3565  1.1843  -0.084
C  0.0992  0.8381  0.6067  0.296
C  -0.2741  2.0447  1.1853  -0.662
O  0.0063  3.2715  0.6718  -0.567
C  0.6664  3.3711  -0.5719  -0.678
C  -0.1528  2.9398  -1.8060  0.673
O  0.3660  2.9314  -2.9008  -0.675
N  -1.4250  2.6165  -1.5407  0.058
H  -1.7627  2.7311  -0.5984  0.169
C  -2.4139  2.1916  -2.5208  -0.059
C  -3.7136  1.8638  -1.7868  -1.402
C  -3.5611  0.6251  -0.9031  0.301
C  -3.1150  -0.5745  -1.7335  -0.986
C  -1.8085  -0.2664  -2.4568  0.249
C  -1.9382  0.9789  -3.3269  -1.372
H  -2.6676  0.7986  -4.1192  0.488
H  -0.9819  1.2159  -3.7919  0.502
H  -1.5235  -1.1163  -3.0774  0.370
H  -1.0137  -0.1299  -1.7231  -0.293
H  -2.9692  -1.4423  -1.0888  0.389
H  -3.8901  -0.8155  -2.4649  0.436
H  -4.5147  0.4098  -0.4163  0.377
H  -2.8250  0.8081  -0.1154  -0.333
H  -4.4899  1.6781  -2.5308  0.476
H  -4.0281  2.7226  -1.1869  0.443
H  -2.5793  3.0269  -3.2172  0.306
H  1.6128  2.8189  -0.5782  0.358
H  0.8969  4.4345  -0.6852  0.403
H  0.6739  0.7828  -0.3036  0.575
S  0.1438  -1.8908  0.3492  1.381
O  0.9950  -1.5455  -0.7478  -0.666
O  -1.0508  -2.6351  0.0999  -0.668
N  1.0510  -2.7548  1.4206  0.026
H  0.5311  -3.2149  2.1483  0.326
C  2.3534  -2.2455  1.7649  -0.843
H  2.3698  -1.7805  2.7578  0.309
C  3.4304  -3.3505  1.6981  0.100
C  3.4849  -3.9855  0.3081  -0.577
H  3.9342  -4.9767  0.3701  0.377
C  4.3985  -3.0170  -0.4433  -0.463
H  3.8033  -2.2269  -0.8997  0.083
C  5.3013  -2.4589  0.6673  -0.577
H  6.2992  -2.9097  0.6502  0.327
O  4.7099  -2.7969  1.9181  -0.498
H  5.4127  -1.3710  0.5992  0.297
H  4.9758  -3.5095  -1.2222  0.454
H  2.4955  -4.0574  -0.1359  0.247
H  3.2481  -4.0796  2.4943  0.400
H  2.5884  -1.4858  1.0182  0.372
Cl  -1.5342  -1.8587  3.0316  -0.245
H  -1.9704  0.8240  3.8557  0.420
H  -0.5160  3.9385  3.2032  0.336
H  -1.9592  3.1961  3.9190  0.404
H  -2.0198  3.9276  2.3060  0.292

Properties
HOMO-LUMO gap	9.48	eV
E_HOMO	-9.018	eV
lowest unoccupied orbital energy	0.460	eV
DFT total energy	-57786.572	eV
SMILES string	Cc1cc(Cl)c(S(=O)(=O)NC[C@H]2CCCO2)cc1OCC(=O)NC1CCCCC1
relative energy (zero: lowest compared OMol25 entry of this formula, charge and spin)	2.6	kJ/mol

No. 4
Here is a molecular structure, C20H29FN2O2 at a distorted geometry from OMol25. Energies are from ωB97M-V with the def2-TZVPD basis set.

Each line ends with the Mulliken charge.
Atoms and positions in Å:
C  3.2143  -2.0901  -3.3703  -1.398
C  2.4768  -0.7294  -3.8325  -0.500
C  2.4616  0.4458  -2.9090  -0.546
C  1.8273  0.2775  -1.6379  0.125
H  2.1834  1.2774  -0.9777  0.089
C  0.4172  0.1264  -1.8816  -0.200
C  -0.2417  0.9057  -0.8443  -0.570
C  -1.9459  1.1254  -1.1515  -1.504
H  -2.4070  1.7723  -0.4656  0.612
H  -2.1339  1.3988  -2.0476  0.794
C  -2.6171  -0.4838  -1.0931  -1.414
C  -2.4027  -0.8234  0.3271  0.524
O  -1.4133  -1.5638  0.9143  -0.787
N  -3.2686  -0.3892  1.3987  0.132
C  -4.2126  0.7804  1.1787  -1.280
H  -4.3452  0.6819  0.1496  0.610
H  -3.7971  1.6026  1.7843  0.197
H  -5.0614  0.2508  1.7176  0.395
C  -3.1057  -0.6300  2.8291  -1.766
H  -3.8751  -0.6391  3.3657  0.869
H  -2.6487  -1.6555  2.8121  0.461
C  -1.8303  0.0151  3.2741  1.003
O  -2.1427  1.0622  4.0634  -0.722
N  -0.6059  -0.3637  2.8788  -0.008
C  0.4416  0.6583  2.8888  0.297
C  1.6009  -0.0074  2.3259  -0.316
C  3.0449  0.6400  2.4510  0.126
C  2.9637  1.6800  3.1145  -0.021
C  2.1532  2.0456  3.9140  -0.460
C  0.8420  1.5092  3.9402  -0.559
H  -0.1017  1.9644  4.4060  0.318
H  2.2424  3.1266  4.5354  0.176
H  4.0513  2.1129  3.2191  0.187
F  4.0262  0.1615  1.6378  -0.316
H  1.6018  -0.8667  1.6248  0.338
H  -0.8165  -1.0411  2.2043  0.443
C  -1.7757  -1.1720  -1.9390  -1.028
C  -0.2018  -1.5256  -1.6991  -1.334
H  0.0278  -1.6857  -0.8102  0.895
H  0.2066  -2.0479  -2.6463  0.286
H  -2.0217  -2.4897  -1.5986  0.230
H  -1.9670  -1.3280  -3.0217  0.206
H  -3.4516  -0.4495  -1.2855  2.050
H  -0.0312  0.7102  0.1697  -0.041
H  -0.0697  2.1176  -1.1066  0.344
H  0.0330  0.5884  -2.7369  0.658
H  2.2333  -0.6601  -1.0418  0.186
H  3.7302  0.6050  -2.5373  0.193
H  2.1612  1.3968  -3.5460  0.228
H  1.5300  -1.0624  -4.3285  0.297
H  2.9809  -0.4239  -4.9095  0.311
H  2.6742  -2.3484  -2.5614  0.340
H  4.1043  -1.6973  -3.0796  0.449
H  3.2616  -2.8651  -4.0659  0.404

Properties
HOMO-LUMO gap	9.14	eV
E_HOMO	-8.629	eV
lowest unoccupied orbital energy	0.514	eV
DFT total energy	-30986.330	eV
relative energy (zero: lowest compared OMol25 entry of this formula, charge and spin)	1817.8	kJ/mol